Entry 1:
Here is a single C25H34N6O5 molecule in a non-equilibrium geometry from the OMol25 dataset. Energies are from wB97M-V/def2-TZVPD.

```
70
Properties=species:S:1:pos:R:3:forces:R:3
O -2.146470 2.939542 0.506623 0.16 0.02 -0.09
O 0.899133 -2.844110 1.910402 0.26 0.01 0.36
O -1.479038 -1.245943 -1.401702 -0.13 0.04 -0.33
O -3.476862 -1.424722 0.812967 0.10 0.35 0.09
O 3.381879 3.861321 0.302913 -0.43 0.02 0.04
N 1.285686 2.196643 -0.753350 0.52 0.51 0.13
N 0.718181 1.202572 -1.406448 0.86 0.45 0.10
N 2.759052 0.867022 -1.717726 0.78 0.16 0.08
N 1.588014 0.409922 -1.977226 -0.64 -0.68 -0.48
N -0.855325 -0.393791 0.590086 -0.03 -0.22 0.22
N 0.162842 -3.113923 -0.216620 -0.01 -0.15 -0.44
C 0.741749 -5.193804 -1.381785 0.08 -0.12 -0.02
C 5.590839 3.714218 0.076762 -0.41 0.47 0.35
C 0.100692 -2.623859 1.021259 -0.51 0.22 0.15
C 1.055965 -5.066940 -2.878971 -0.08 0.00 -0.08
C 1.270869 -3.571497 -3.099334 0.21 -0.09 0.00
C -5.864663 -1.469165 0.327163 0.37 0.14 0.06
C 4.548170 5.647652 1.471592 -0.31 -0.21 -0.13
C -2.417538 -2.265389 0.884044 0.16 -0.93 0.09
C -4.208787 -3.475412 0.374424 -0.27 0.59 0.06
C -0.335250 4.330276 1.454926 -0.34 -0.14 -0.15
C -0.697978 1.001549 -1.440072 -0.79 -0.38 -0.21
C -0.456231 0.695138 1.459877 -0.08 0.42 0.42
C -1.060665 -0.313154 -0.734686 0.05 0.36 -0.34
C -1.809267 4.192037 1.078723 0.17 0.28 0.01
C -2.815572 -3.541871 0.631006 0.37 0.60 0.27
C 5.007096 2.643430 -0.630205 -1.01 -0.09 0.00
C 2.004470 -3.147386 -1.831940 -0.07 0.05 0.01
C 2.582165 1.973540 -0.960440 -1.26 -0.19 -0.07
C -4.561957 -2.166114 0.490945 -0.51 -0.80 -0.21
C -2.666889 1.952154 1.366213 -0.09 -0.28 0.26
C 1.268128 -3.904386 -0.716414 0.29 -0.02 0.26
C -1.635034 1.258411 2.262861 0.03 0.18 -0.44
C 4.559753 4.425688 0.626705 1.04 0.07 -0.01
C 3.652449 2.777465 -0.461491 1.36 -0.16 -0.20
C -1.099774 -1.674322 1.267014 -0.13 -0.13 -0.05
H -0.012387 1.505595 0.886091 0.01 -0.15 0.11
H 5.497715 1.874159 -1.188809 0.06 -0.20 -0.14
H -3.459236 2.381020 1.996378 0.01 -0.06 -0.10
H 3.042564 -3.477981 -1.873013 0.09 -0.03 -0.03
H -1.185066 1.866929 -0.983590 0.19 -0.08 -0.08
H 1.911910 -4.106644 0.142455 -0.09 0.02 -0.14
H -1.014583 0.888399 -2.480428 0.03 0.00 0.22
H -6.124053 -0.925156 1.234784 -0.10 0.03 0.04
H 4.060223 5.444553 2.424036 0.01 0.05 0.09
H 1.974958 -5.605624 -3.114944 0.02 -0.03 -0.06
H 3.995318 6.445104 0.976520 0.00 0.10 0.01
H -1.101220 -1.466958 2.343441 0.12 -0.04 -0.22
H 0.312971 -3.054051 -3.165142 -0.09 0.09 -0.06
H -1.243700 1.959997 3.000108 -0.01 -0.02 0.09
H -0.527003 -2.805982 -0.893984 -0.05 0.07 0.23
H -2.449518 4.389081 1.948402 -0.03 -0.01 -0.08
H -4.853894 -4.294650 0.131879 -0.22 -0.12 -0.06
H -2.150881 0.460769 2.799149 -0.02 -0.03 0.10
H 1.990322 -2.069814 -1.677929 0.08 -0.03 0.08
H -0.333890 -5.266132 -1.220032 -0.02 -0.05 0.06
H 0.294669 4.020203 0.624651 0.04 0.02 -0.02
H -0.124128 5.371441 1.684624 0.05 0.14 0.07
H -2.046772 4.928082 0.302950 -0.02 -0.02 0.17
H 5.565968 5.978039 1.653881 0.04 0.01 0.01
H 0.306071 0.310197 2.144984 0.01 0.08 -0.12
H -5.810407 -0.752142 -0.491445 -0.08 0.05 -0.06
H -3.118914 1.209455 0.701761 -0.05 0.03 0.14
H -0.081779 3.729832 2.324265 0.07 -0.05 0.10
H 1.204124 -6.079441 -0.949250 -0.06 -0.05 0.05
H 1.840151 -3.358198 -4.001992 -0.06 0.07 -0.09
H 6.635455 3.930856 0.167607 0.20 0.11 0.07
H -2.200554 -4.417695 0.632869 0.21 -0.14 -0.02
H -6.642163 -2.195342 0.111576 -0.04 -0.03 -0.01
H 0.257898 -5.470693 -3.499950 0.03 -0.09 -0.06
```
Positions in Å, forces in eV/Å.

Summary:
Charge: 0
HOMO level: -8.1547 eV
SMILES: CCOCCCN(C(=O)Cn1nnc(-c2ccc(C)o2)n1)[C@H](C(=O)NC1CCCC1)c1ccc(C)o1

---

Entry 2:
Here is a molecular structure, C11H18BrLiN2O3PS2 from the OMol25 dataset. Energies are from wB97M-V/def2-TZVPD.

```
39
Properties=species:S:1:pos:R:3:forces:R:3
Br 2.259676 6.100346 -1.755960 0.10 0.21 -0.06
S -3.101842 -2.923076 1.346467 -0.09 -0.06 -0.11
S -2.349383 -0.229759 0.290979 -0.03 -0.24 0.33
P 1.924493 -1.515000 0.431104 0.45 0.07 -0.76
O 1.336645 -0.502753 1.564404 -0.26 0.27 0.32
O 2.956866 -2.404287 1.256016 0.19 -0.30 0.36
O 0.547072 -2.365008 0.427632 -0.08 -0.21 -0.12
N -1.638125 -1.319569 2.648027 0.17 0.08 0.26
N 0.694418 1.857987 -0.751766 -0.03 -0.08 0.06
C 0.440753 -3.399846 -0.580050 -0.10 0.11 0.12
C -2.390192 -3.589514 2.879873 0.01 0.08 0.15
C -1.769784 -2.397700 3.627333 0.02 -0.01 -0.19
C -0.140670 2.900700 -0.854007 0.02 -0.07 0.03
C 0.278768 4.182991 -1.153079 -0.12 -0.08 0.02
C 1.998608 2.082709 -0.960333 -0.11 0.03 -0.07
C 1.630183 4.390322 -1.356544 0.03 0.02 0.00
C 4.223768 -2.766274 0.658960 -0.09 0.07 0.02
C 2.224193 0.368162 2.298960 -0.02 -0.09 -0.22
C 2.513731 3.328299 -1.263101 0.04 -0.13 0.01
C -2.271963 -1.415578 1.502935 -0.13 0.19 -0.52
Li -0.059197 0.108969 -0.073757 -0.03 0.14 0.18
H -2.401254 -2.067300 4.450062 -0.07 0.03 0.03
H -3.178813 -4.052964 3.465843 0.00 -0.03 -0.01
H 4.109111 -2.973979 -0.404086 0.01 0.01 -0.01
H 2.108968 1.386162 1.934226 0.01 0.04 0.01
H 3.260095 0.049153 2.193134 0.01 0.00 0.01
H 4.940473 -1.960348 0.800719 0.04 -0.01 0.01
H 1.263394 -4.109133 -0.496389 0.01 0.00 0.03
H 0.418320 -2.968170 -1.580008 0.04 0.03 -0.01
H -0.789594 -2.653204 4.023550 0.03 0.00 0.02
H -0.497417 -3.908592 -0.387833 -0.04 -0.03 -0.02
H -0.434313 4.991555 -1.222806 0.02 0.00 -0.01
H 3.573673 3.460406 -1.425836 -0.02 0.02 0.00
H 2.656879 1.222662 -0.898617 -0.05 0.01 0.03
H 1.946743 0.310288 3.345953 -0.01 0.01 0.06
H -1.193954 2.703398 -0.684511 0.06 -0.04 0.01
H 4.566711 -3.659787 1.168559 -0.01 -0.02 0.03
H -1.143871 -0.464904 2.856984 0.02 -0.06 0.03
H -1.649814 -4.344670 2.629312 0.04 0.02 -0.03
```
Positions in Å, forces in eV/Å.

Summary:
Charge: +1
HOMO level: -11.7701 eV

---

Record order is preserved below.
E: -1677.7531; -4484.3723 a.u.
Record order is preserved below.
Frontier orbital gap: 8.867; 9.383 eV
Record order is preserved below.
LUMO: 0.7; -2.4 eV